The following is a DFT calculation (wB97M-V/def2-TZVPD) of a molecular structure, C27H51N5O30S3 in a non-equilibrium geometry.

Output
Largest force on an atom = 2.2 eV/A
Orbital gap = 9.651 eV
HOMO level = -10.161 eV
Molar mass = 1021.911 Da

Cartesian coordinates (Å):
C (0.850, -0.625, 5.812)
N (1.321, -0.580, 4.409)
O (2.329, -1.206, 4.113)
O (0.692, 0.107, 3.631)
H (0.409, 0.336, 6.050)
H (1.675, -0.923, 6.449)
H (0.084, -1.398, 5.889)
C (1.973, -4.694, 4.315)
N (1.440, -3.947, 3.148)
O (2.069, -3.983, 2.117)
O (0.370, -3.376, 3.299)
H (1.213, -5.414, 4.603)
H (2.107, -3.992, 5.132)
H (2.901, -5.157, 4.006)
C (-4.497, -0.017, 0.087)
N (-5.192, 1.292, 0.071)
O (-6.393, 1.316, 0.195)
O (-4.487, 2.274, -0.097)
H (-4.107, -0.180, -0.916)
H (-5.162, -0.836, 0.327)
H (-3.678, 0.061, 0.791)
C (1.573, -2.011, -3.982)
N (1.471, -3.490, -4.090)
O (0.646, -4.013, -3.354)
O (2.127, -4.061, -4.922)
H (0.655, -1.620, -4.412)
H (2.444, -1.668, -4.524)
H (1.658, -1.735, -2.936)
C (0.654, -0.678, 0.780)
N (-0.298, -0.475, -0.350)
O (-1.256, 0.229, -0.114)
O (-0.087, -1.009, -1.422)
H (1.128, 0.277, 0.971)
H (1.306, -1.489, 0.478)
H (0.022, -0.948, 1.616)
O (0.852, 2.878, 1.265)
C (0.804, 3.773, 0.465)
O (1.870, 4.065, -0.308)
C (1.637, 5.234, -1.106)
C (0.416, 5.875, -0.464)
C (-0.346, 4.686, 0.113)
H (1.453, 4.977, -2.152)
H (2.493, 5.905, -1.097)
H (-0.212, 6.424, -1.167)
H (0.733, 6.601, 0.288)
H (-0.947, 4.280, -0.702)
H (-1.058, 4.859, 0.914)
O (-3.091, -2.388, 1.548)
C (-2.457, -3.281, 1.079)
O (-1.504, -3.088, 0.143)
C (-0.901, -4.358, -0.238)
C (-1.938, -5.398, 0.159)
C (-2.545, -4.762, 1.402)
H (0.017, -4.411, 0.348)
H (-0.668, -4.343, -1.300)
H (-1.503, -6.390, 0.292)
H (-2.692, -5.542, -0.618)
H (-1.919, -4.954, 2.277)
H (-3.564, -5.064, 1.623)
O (-3.814, -0.336, -3.389)
C (-3.537, -1.497, -3.284)
O (-4.447, -2.420, -2.893)
C (-3.854, -3.714, -2.862)
C (-2.700, -3.629, -3.854)
C (-2.266, -2.169, -3.768)
H (-4.570, -4.475, -3.161)
H (-3.519, -3.928, -1.845)
H (-3.101, -3.768, -4.868)
H (-1.921, -4.388, -3.831)
H (-2.032, -1.743, -4.739)
H (-1.458, -2.010, -3.051)
O (-2.500, -0.047, 5.502)
C (-2.180, 0.858, 4.792)
O (-1.292, 1.790, 5.208)
C (-1.024, 2.756, 4.179)
C (-2.100, 2.540, 3.116)
C (-2.544, 1.094, 3.330)
H (-0.023, 2.593, 3.782)
H (-1.087, 3.773, 4.565)
H (-1.773, 2.761, 2.100)
H (-2.964, 3.199, 3.238)
H (-1.977, 0.366, 2.750)
H (-3.619, 0.964, 3.244)
C (4.502, -0.140, 1.688)
C (3.700, 1.172, 1.807)
O (4.610, 2.155, 2.313)
S (6.099, 1.636, 2.159)
O (6.897, 2.073, 3.233)
O (6.516, 1.854, 0.818)
O (5.741, 0.114, 2.389)
H (4.741, -0.393, 0.654)
H (4.078, -1.014, 2.174)
H (2.809, 1.087, 2.418)
H (3.386, 1.486, 0.815)
C (5.116, 0.481, -3.226)
C (5.259, 1.713, -2.338)
O (3.977, 2.327, -2.338)
S (2.846, 1.191, -2.385)
O (1.783, 1.624, -3.200)
O (2.603, 0.783, -1.052)
O (3.725, 0.087, -3.105)
H (5.714, -0.357, -2.886)
H (5.276, 0.730, -4.272)
H (5.993, 2.387, -2.780)
H (5.593, 1.510, -1.318)
C (-3.131, 2.866, -3.083)
C (-1.677, 2.483, -2.679)
O (-0.917, 3.668, -2.891)
S (-1.669, 4.693, -3.853)
O (-1.485, 4.246, -5.185)
O (-1.436, 6.035, -3.500)
O (-3.124, 4.253, -3.361)
H (-3.801, 2.572, -2.283)
H (-3.395, 2.281, -3.963)
H (-1.328, 1.684, -3.328)
H (-1.591, 2.200, -1.634)

The following is a DFT calculation (wB97M-V/def2-TZVPD) of a single C6H9NOS molecule in a non-equilibrium geometry.

Output
Largest force on an atom = 5.8 eV/A
SMILES = CO/N=C/C=C\C=C/S
Orbital gap = 7.874 eV
Relative energy (zero: lowest compared OMol25 entry of this formula, charge and spin) = 90.1 kcal per mole
HOMO level = -7.811 eV
Molar mass = 143.211 Da

Cartesian coordinates (Å):
C (-1.396, 1.045, -0.192)
C (-0.172, 1.416, 0.202)
C (-1.740, -0.315, -0.402)
C (0.945, 0.547, 0.300)
C (-2.908, -0.988, -0.390)
C (3.437, -0.790, 0.036)
N (0.945, -0.740, 0.218)
O (2.136, -1.358, 0.137)
S (-4.315, -0.205, 0.296)
H (-2.085, 1.780, -0.316)
H (-0.104, 2.509, 0.286)
H (-0.806, -0.966, -0.678)
H (1.800, 1.153, 0.369)
H (-3.172, -1.924, -0.640)
H (3.436, 0.009, -0.568)
H (4.074, -1.713, -0.313)
H (3.723, -0.495, 1.152)
H (-3.799, 1.034, 0.503)

The following is a DFT calculation (wB97M-V/def2-TZVPD) of 2 unconnected molecules or ions with the total composition C7H14N2O4P2 in a non-equilibrium geometry.

Output
Largest force on an atom = 4.0 eV/A
SMILES = [H]/P=C(\O)Cn1ccnc1.C[C@H](O)OPO
Orbital gap = 8.949 eV
Relative energy (zero: lowest compared OMol25 entry of this formula, charge and spin) = 2.1 kcal per mole
HOMO level = -8.577 eV
Molar mass = 252.147 Da

Cartesian coordinates (Å):
C (-2.676, -0.723, -0.573)
C (-2.382, -0.239, 0.674)
C (-0.994, -1.849, 0.241)
C (3.033, 0.310, -1.470)
C (-0.660, -0.634, 2.438)
C (1.704, 0.871, -1.107)
C (-0.344, 0.853, 2.649)
N (-1.767, -1.807, -0.810)
N (-1.289, -0.917, 1.151)
O (1.047, -0.001, -0.264)
O (0.593, 1.384, 1.900)
O (-0.378, -0.682, -3.057)
O (0.981, 1.168, -2.343)
P (-0.924, 1.533, 4.015)
P (-0.607, 0.824, -2.611)
H (-3.474, -0.338, -1.124)
H (-2.737, 0.647, 1.041)
H (-0.255, -2.591, 0.526)
H (3.325, -0.199, -0.573)
H (2.759, -0.668, -1.950)
H (3.784, 0.929, -1.893)
H (0.258, -1.202, 2.409)
H (-1.260, -0.990, 3.355)
H (1.910, 1.717, -0.403)
H (0.932, -0.916, -0.664)
H (0.875, 0.795, 1.208)
H (-0.692, -1.403, -2.508)
H (-0.334, 2.666, 3.585)
H (-0.429, 1.465, -3.842)